Entry 1:
Formula: C15H32N3O7P
Source: the Open Molecules 2025 dataset
Level of theory: ωB97M-V/def2-TZVPD

```
58
C15H32N3O7P (ωB97M-V/def2-TZVPD)
P -5.45 -1.10 -3.72
O 0.42 1.47 -0.89
O 5.34 2.94 2.50
O -4.87 -1.45 -0.98
O -2.73 -1.06 -1.26
O 1.34 -1.98 2.08
O -3.69 1.96 -0.63
O -4.20 -0.42 -2.78
N 2.21 0.66 0.18
N 7.18 2.37 1.35
N -0.11 -3.39 3.05
C -8.19 -0.93 -3.72
C 7.31 2.51 3.80
C -4.02 -1.01 -1.61
C 1.21 2.74 0.98
C 8.57 1.99 1.18
C -2.73 1.41 -0.99
C 3.25 0.63 1.19
C 1.24 1.59 0.01
C -1.25 -4.28 3.12
C -4.88 -0.64 -5.41
C 6.52 2.63 2.51
C -6.96 -0.05 -3.48
C -2.30 0.05 -0.46
C -0.41 -2.84 0.68
C 0.35 -2.69 1.98
H 2.14 3.31 0.92
H -6.94 0.75 -4.22
H -9.04 -0.34 -4.03
H 6.66 2.75 4.63
H 3.15 -0.29 1.77
H -2.11 1.89 -1.76
H 9.09 1.92 2.13
H 7.69 1.50 3.92
H -0.92 -5.28 3.41
H 0.44 -3.25 3.89
H -7.93 -1.67 -4.47
H -1.23 0.05 -0.49
H -0.39 -3.88 0.35
H 8.14 3.22 3.80
H -1.96 -3.91 3.86
H -2.59 -0.04 0.59
H 1.07 2.38 2.00
H -6.99 0.40 -2.50
H 8.62 1.02 0.68
H 9.08 2.73 0.56
H -8.42 -1.48 -2.82
H 0.07 -2.23 -0.08
H -4.44 0.36 -5.37
H 0.38 3.40 0.73
H -5.68 -0.71 -6.13
H -1.44 -2.51 0.81
H -4.07 -1.32 -5.64
H -1.75 -4.35 2.16
H 4.23 0.63 0.70
H 2.17 -0.09 -0.49
H 6.61 2.47 0.53
H 3.19 1.48 1.86
```

Summary:
SMILES = CCP(C)OC(=O)OCC=O.CNC(C)=O.CNC(C)=O.CNC(C)=O
molecular weight = 397.41 g/mol
highest occupied orbital energy = -8.46 eV
spin multiplicity = 1

These are the Mulliken partial charges, in e, on atoms 1 to 6: -0.0893, -0.7213, -0.6222, -0.4476, -0.4236, -0.6132


Entry 2:
Formula: C15H32O3P2W
Source: the Open Molecules 2025 dataset
Level of theory: ωB97M-V/def2-TZVPD

```
53
C15H32O3P2W (ωB97M-V/def2-TZVPD)
W 0.27 0.18 -0.90
P 1.91 -1.52 -0.25
P -1.52 1.95 -0.66
O -0.21 -0.03 2.18
O 2.38 2.51 -0.23
O -2.19 -1.83 -1.10
C 4.46 -2.29 0.61
C 2.56 -1.45 -2.01
C 1.53 -3.30 -0.01
C 0.04 0.06 1.01
C -2.76 1.73 0.64
C -1.26 -1.10 -1.18
C 0.74 -3.88 -1.20
C 3.07 -1.17 2.37
C -1.02 3.72 -0.70
C 1.60 1.72 -0.63
C 1.42 -1.21 -3.04
C 0.79 -3.68 1.29
C 3.33 -1.26 0.85
C -2.47 1.66 -2.19
C 3.66 -0.34 -2.13
H 0.60 -1.93 -3.13
H 2.52 -3.78 0.02
H -0.26 -3.41 -1.25
H -1.84 1.87 -3.08
H -2.81 0.61 -2.23
H 0.68 1.55 -2.65
H 3.88 -0.06 -3.17
H 2.31 -0.43 2.62
H -0.27 3.85 -1.48
H 0.08 1.66 -2.11
H 1.89 -1.03 -4.01
H -3.35 2.33 -2.18
H 1.41 -3.58 2.18
H 0.90 -0.28 -2.69
H 1.25 -3.73 -2.16
H 2.77 -2.13 2.83
H 3.45 0.59 -1.57
H -2.35 1.97 1.63
H 2.96 -2.47 -2.22
H 0.60 -4.97 -1.05
H 3.71 -0.26 0.55
H -0.11 -3.06 1.42
H -3.09 0.67 0.65
H 5.37 -1.98 1.13
H -0.59 3.99 0.27
H 4.59 -0.75 -1.71
H 0.47 -4.73 1.22
H 4.00 -0.84 2.86
H -3.65 2.37 0.44
H -1.90 4.35 -0.91
H 4.20 -3.29 0.97
H 4.73 -2.38 -0.44
```

Summary:
expectation value of S² = 2.03
charge = +4
molecular weight = 506.21 g/mol
highest occupied orbital energy (alpha / beta) = -23.72 / -23.71 eV
spin multiplicity = 3

These are the Mulliken partial charges, in e, on atoms 1 to 6: 0.7917, 0.6397, 0.3855, -0.1998, -0.0982, -0.1455


Entry 3:
Formula: C15H33Br3Cl6O8P2
Source: the Open Molecules 2025 dataset
Level of theory: ωB97M-V/def2-TZVPD

```
67
C15H33Br3Cl6O8P2 (ωB97M-V/def2-TZVPD)
Br 2.81 3.66 -0.57
Br 0.39 2.05 0.65
Br 0.16 5.21 0.06
Cl 3.80 8.58 2.26
Cl 5.41 6.38 1.30
Cl -3.22 5.45 -1.26
Cl -3.80 2.84 -2.45
Cl 3.14 7.29 -0.23
Cl -3.40 3.12 0.40
P 0.68 -2.53 -3.75
P -0.30 -1.48 2.86
O 0.05 0.05 3.03
O 0.82 -2.39 2.99
O -1.47 -1.66 3.89
O -0.41 -1.42 -3.96
O 0.06 -3.25 -2.50
O 0.98 -3.32 -4.93
O -0.97 -1.54 1.46
O 1.96 -1.80 -3.19
C -2.94 3.72 -1.20
C -3.29 -3.28 3.71
C -2.59 -1.08 -0.25
C 1.84 -0.91 -2.08
C 3.79 7.07 1.38
C -0.02 0.51 -5.33
C -0.61 -0.89 -5.28
C 2.77 0.24 -2.30
C 1.28 3.76 0.60
C -1.95 -2.93 4.36
C 0.82 -4.29 -1.86
C 1.14 1.85 4.21
C 0.11 -4.73 -0.62
C -2.11 -0.71 1.14
C 0.70 0.42 4.26
H 3.18 6.33 1.87
H -3.93 -2.40 3.82
H -1.70 -0.81 -5.38
H 0.81 -0.56 -1.98
H -0.11 0.95 -6.33
H -3.03 -2.08 -0.30
H -3.17 -3.55 2.67
H 0.04 -3.93 0.11
H 1.66 3.89 1.60
H 1.07 0.42 -5.25
H -2.89 -0.93 1.88
H -3.37 -0.38 -0.55
H 0.01 0.25 5.09
H -1.77 -1.03 -0.96
H 3.79 -0.14 -2.30
H 1.36 2.22 5.21
H -1.19 -3.71 4.24
H 1.01 -5.11 -2.56
H 0.43 2.51 3.72
H 2.11 -1.40 -1.14
H -0.46 1.16 -4.58
H -2.10 -2.85 5.44
H 2.62 1.01 -1.55
H 0.67 -5.56 -0.19
H 1.55 -0.25 4.47
H -1.88 3.54 -1.33
H 1.79 -3.90 -1.55
H -1.88 0.35 1.18
H -0.19 -1.56 -6.01
H 2.08 1.96 3.64
H 2.57 0.71 -3.27
H -3.79 -4.06 4.29
H -0.89 -5.12 -0.80
```

Summary:
ΔE to the lowest compared entry with this formula, charge and spin = 0.0 kcal per mole
molecular weight = 855.80 g/mol
highest occupied orbital energy = -10.47 eV
spin multiplicity = 1

These are the Mulliken partial charges, in e, on atoms 1 to 6: 0.0109, 0.0959, 0.0246, -0.1252, -0.1194, -0.1312


Entry 4:
Formula: C15H33BrF6NO2PdSbSi
Source: the Open Molecules 2025 dataset
Level of theory: ωB97M-V/def2-TZVPD

```
61
C15H33BrF6NO2PdSbSi (ωB97M-V/def2-TZVPD)
Sb 2.96 1.34 3.87
Pd 0.81 1.98 1.57
Br 0.79 0.94 -0.76
Si -0.38 -1.19 -0.85
F 4.26 2.67 3.80
F 1.61 2.76 3.57
F 2.71 1.42 5.70
F 1.45 0.22 3.60
F 2.92 1.39 1.89
F 4.15 -0.08 3.81
O -1.85 3.55 -0.35
O -1.18 2.86 1.62
N 1.76 3.87 0.92
C -1.42 -2.97 1.08
C -1.26 3.82 0.65
C 0.82 -2.14 -1.99
C -0.45 5.04 0.99
C 0.93 -2.18 1.48
C 0.92 4.94 0.33
C -2.98 -0.03 -0.61
C -1.01 -0.70 1.95
C -0.46 -1.76 0.98
C 0.68 -1.69 -3.45
C 0.48 -3.64 -1.91
C -2.06 -0.70 -1.63
C -2.75 -1.99 -2.12
C -1.91 0.27 -2.81
C 2.30 -1.96 -1.62
H 2.64 -0.93 -1.76
H -2.86 -2.74 -1.33
H -1.09 -3.81 0.46
H -0.51 0.27 1.84
H -1.59 1.25 -2.48
H -2.07 -0.52 1.83
H -0.31 -1.86 -3.86
H -0.57 -3.85 -2.12
H -0.82 -1.03 2.97
H -2.89 0.39 -3.28
H 1.30 -3.05 0.95
H 2.19 4.15 1.80
H 1.43 5.90 0.43
H 0.73 -4.06 -0.93
H 1.67 -1.38 1.39
H 1.39 -2.26 -4.06
H 1.07 -4.17 -2.65
H -0.36 5.13 2.07
H -2.44 -2.71 0.80
H -3.75 -1.74 -2.47
H -2.53 0.86 -0.16
H -2.23 -2.46 -2.95
H -1.43 -3.31 2.11
H -1.22 -0.08 -3.58
H -3.30 -0.71 0.18
H 2.52 3.61 0.30
H 0.86 -2.44 2.53
H 0.94 -0.63 -3.58
H 2.54 -2.25 -0.60
H -3.88 0.31 -1.13
H -0.99 5.91 0.61
H 0.81 4.73 -0.73
H 2.90 -2.59 -2.29
```

Summary:
ΔE to the lowest compared entry with this formula, charge and spin = 0.0 kcal per mole
expectation value of S² = 3.76
charge = +1
molecular weight = 709.59 g/mol
highest occupied orbital energy (alpha / beta) = -12.84 / -12.83 eV
spin multiplicity = 4

These are the Mulliken partial charges, in e, on atoms 1 to 6: 2.4189, 0.5803, -0.2182, -0.3781, -0.5197, -0.6640


Entry 5:
Formula: C15H33F3NO12PS3
Source: the Open Molecules 2025 dataset
Level of theory: ωB97M-V/def2-TZVPD

```
68
C15H33F3NO12PS3 (ωB97M-V/def2-TZVPD)
S -9.24 1.67 4.83
S 3.21 1.03 -3.78
S 5.93 -0.70 0.23
P 0.72 -3.17 0.34
F -4.57 0.43 -0.47
F -4.21 0.30 1.68
F -3.58 -1.31 0.35
O 5.97 -2.03 1.07
O -9.71 0.40 4.36
O 1.16 -0.52 2.29
O 2.77 -0.26 -3.36
O -2.51 0.66 0.37
O 2.37 2.17 -3.56
O 1.03 -3.70 1.68
O 5.55 -1.01 -1.12
O 7.10 0.08 0.48
O -8.03 2.16 3.93
O 3.62 0.96 -5.31
O -8.88 1.84 6.21
N 0.09 0.83 0.73
C -10.39 2.92 4.36
C -0.32 0.61 -0.69
C -6.60 0.16 3.66
C 0.07 -1.47 0.26
C 4.80 1.35 -3.11
C 1.53 1.42 -6.54
C -3.69 0.04 0.47
C 6.79 -3.12 0.60
C 0.38 -0.71 -1.02
C 0.54 -0.42 1.27
C 2.65 0.44 -6.25
C -1.84 0.47 -0.88
C -6.73 1.58 4.17
C 8.27 -2.88 0.82
C 4.57 0.04 1.06
H 0.89 1.02 -7.33
H -6.88 0.11 2.61
H 5.20 2.25 -3.57
H -0.29 -3.92 -0.28
H 4.67 1.51 -2.04
H 4.80 0.11 2.12
H 0.15 -1.21 -1.95
H -2.19 1.21 -1.58
H -10.50 2.89 3.28
H 0.04 1.50 -1.20
H 6.57 -3.31 -0.45
H -6.49 1.65 5.24
H 1.44 -0.48 -1.00
H 8.47 -2.64 1.86
H 0.94 1.37 0.69
H 5.44 0.49 -3.28
H 4.44 1.04 0.64
H -6.03 2.23 3.65
H 3.22 0.24 -7.15
H -5.58 -0.18 3.78
H -0.98 -1.58 0.49
H 1.79 -3.20 -0.58
H -10.02 3.88 4.70
H 8.83 -3.77 0.54
H -11.33 2.68 4.84
H 3.67 -0.56 0.89
H -7.25 -0.52 4.21
H 2.27 -0.51 -5.88
H 8.63 -2.05 0.22
H 0.91 1.59 -5.66
H 1.93 2.38 -6.86
H -2.05 -0.51 -1.28
H 6.46 -3.99 1.17
```

Summary:
SMILES = O=[PH2][C@@H]1C[C@@H](COC(F)(F)F)NC1=O.CCOS(C)(=O)=O.CCOS(C)(=O)=O.CCOS(C)(=O)=O
molecular weight = 603.59 g/mol
highest occupied orbital energy = -10.17 eV
spin multiplicity = 1

These are the Mulliken partial charges, in e, on atoms 1 to 6: 1.2138, 1.3629, 1.1859, 0.3709, -0.2874, -0.2590


Entry 6:
Formula: C15H33NO8S3
Source: the Open Molecules 2025 dataset
Level of theory: ωB97M-V/def2-TZVPD

```
60
C15H33NO8S3 (ωB97M-V/def2-TZVPD)
S 0.98 3.30 -1.13
S 0.57 -3.21 2.41
S -1.32 -2.94 -2.58
O -0.01 -2.54 -2.29
O 0.79 3.81 -2.48
O -1.73 -4.28 -2.77
O -1.00 0.63 1.43
O 0.15 3.78 -0.12
O -3.08 4.30 2.64
O -0.76 -3.23 1.82
O 0.70 -3.14 3.88
N -1.12 2.98 2.12
C 1.68 -2.06 1.67
C -2.15 -0.69 -3.17
C -2.40 -2.21 -1.43
C -2.02 -1.96 -3.91
C 3.24 2.34 -0.26
C 2.22 -2.87 0.50
C -0.45 3.27 3.39
C 1.41 -4.66 1.99
C -3.25 2.90 0.69
C 2.70 3.57 -0.79
C 1.23 1.55 -1.21
C 2.53 1.35 -1.05
C -2.58 3.43 1.86
C 2.50 -4.24 1.13
C -2.52 -0.85 -1.76
H 4.30 2.31 -0.29
H 0.60 2.92 3.47
H 0.51 1.05 -0.44
H 0.62 -5.36 1.60
H -0.48 3.55 1.24
H -2.92 -0.08 -3.61
H 2.34 -5.28 0.38
H 1.57 -2.94 -0.37
H 3.00 2.31 0.90
H -1.12 2.99 4.44
H -4.37 3.41 0.58
H 2.84 4.39 0.00
H 2.57 0.29 -0.97
H -1.12 -0.27 -3.25
H 3.53 -4.47 1.61
H -0.23 4.27 3.18
H 1.23 -1.24 1.46
H -2.76 3.13 -0.04
H 3.18 -2.31 0.28
H -1.98 -0.06 -1.29
H -3.06 -2.22 -4.15
H -1.23 -2.09 -4.71
H 0.84 1.16 -2.20
H -1.09 -0.21 1.17
H 1.68 -4.90 3.02
H -3.17 1.83 0.63
H 3.02 1.11 -2.02
H 2.50 -1.86 2.34
H -3.58 -0.66 -1.81
H 2.94 3.98 -1.78
H -2.11 -2.55 -0.27
H -1.00 2.06 1.87
H -3.38 -2.57 -1.53
```

Summary:
ΔE to the lowest compared entry with this formula, charge and spin = 58.6 kcal per mole
molecular weight = 451.63 g/mol
highest occupied orbital energy = -8.18 eV
spin multiplicity = 1

These are the Mulliken partial charges, in e, on atoms 1 to 6: 1.0555, 1.1466, 1.0617, -0.5887, -0.7514, -0.7205


Entry 7:
Formula: C15H33NOP
Source: the Open Molecules 2025 dataset
Level of theory: ωB97M-V/def2-TZVPD

```
51
C15H33NOP (ωB97M-V/def2-TZVPD)
P -0.99 -1.48 -2.88
O -2.01 2.17 -1.68
N -1.55 -2.29 -1.54
C 2.56 -0.31 3.16
C -0.84 -1.80 -0.36
C 2.18 1.21 0.24
C -2.52 -1.16 -3.90
C -0.10 -2.78 -3.90
C 2.79 1.14 2.73
C 1.84 1.66 1.65
C -0.83 -1.95 2.17
C -3.00 2.53 -0.75
C 1.36 1.89 -0.89
C 0.07 2.57 -0.44
C -1.16 -2.67 0.87
C 1.08 -0.69 3.36
C -0.85 2.96 -1.61
C 0.67 -1.75 2.34
H -2.69 -1.98 -4.60
H 1.90 2.75 1.67
H 3.07 -0.45 4.11
H 0.54 -3.29 -3.20
H -3.34 -1.12 -3.20
H -0.81 -3.50 -4.31
H -3.76 3.18 -1.19
H 0.42 0.17 3.34
H -2.22 -2.91 0.85
H -0.31 2.85 -2.55
H 3.02 -0.99 2.45
H 1.10 -1.48 1.38
H 2.74 1.82 3.59
H -1.15 -0.77 -0.12
H -3.50 1.62 -0.42
H 0.96 -1.13 4.35
H 3.24 1.34 0.03
H 0.82 1.41 1.88
H 0.31 3.43 0.17
H -1.29 -0.96 2.15
H 3.80 1.21 2.34
H 1.12 -2.70 2.62
H -2.42 -0.22 -4.43
H 1.96 0.15 0.15
H 0.47 -2.33 -4.71
H 1.07 1.14 -1.61
H 1.98 2.60 -1.43
H -0.49 1.85 0.15
H -2.58 2.98 0.15
H -1.22 -2.49 3.04
H -1.14 4.01 -1.48
H -0.57 -3.58 0.80
H 0.24 -1.84 -0.51
```

Summary:
charge = -1
SMILES = COCCCCCCCCCCCC[N-]P(C)C
molecular weight = 274.41 g/mol
highest occupied orbital energy = -2.23 eV
spin multiplicity = 1

These are the Mulliken partial charges, in e, on atoms 1 to 6: 0.5523, -0.3093, -0.8282, -0.9006, 0.1976, -0.4005


Entry 8:
Formula: C15H33O6S
Source: the Open Molecules 2025 dataset
Level of theory: ωB97M-V/def2-TZVPD

```
55
C15H33O6S (ωB97M-V/def2-TZVPD)
S -0.17 0.40 4.58
O 0.12 4.45 -0.40
O -3.70 -0.67 0.55
O -4.98 0.75 -1.68
O 0.77 2.46 0.35
O 2.40 -0.69 -1.94
O 3.27 -2.19 -4.31
C 1.62 -1.66 -2.61
C 1.29 0.40 1.39
C -4.36 0.22 1.43
C 4.62 -1.97 -3.94
C -4.58 -1.27 -0.40
C 0.93 3.78 0.15
C 1.41 0.42 5.37
C 2.44 -0.34 5.03
C 2.58 0.51 -2.68
C -4.52 -0.59 -1.75
C 2.47 -2.73 -3.27
C -3.94 1.71 -1.64
C -0.16 -0.76 3.18
C 1.52 1.89 1.43
C -0.11 -0.06 1.82
H -5.04 0.89 0.90
H 5.06 -1.34 -4.71
H 2.85 0.30 -3.72
H -0.22 1.58 3.93
H 3.09 -3.23 -2.53
H 1.80 -3.47 -3.72
H 1.89 4.19 0.51
H -0.85 0.75 1.79
H 1.67 1.11 -2.66
H -3.49 1.83 -2.63
H 0.71 -1.40 3.32
H -3.60 0.82 1.92
H 3.39 1.07 -2.22
H 1.21 2.36 2.37
H 4.69 -1.46 -2.98
H -0.46 -0.81 1.11
H 0.98 -1.18 -3.36
H -5.17 -1.13 -2.44
H 3.31 -0.34 5.68
H 2.50 -0.96 4.14
H -4.27 -2.32 -0.52
H 1.44 1.10 6.20
H -3.17 1.45 -0.92
H -4.92 -0.34 2.19
H 2.58 2.11 1.29
H -4.39 2.66 -1.35
H 1.45 0.09 0.36
H -5.61 -1.26 -0.02
H 2.05 -0.07 2.02
H -3.50 -0.63 -2.14
H -1.05 -1.37 3.29
H 5.17 -2.91 -3.90
H 0.97 -2.14 -1.87
```

Summary:
charge = +1
molecular weight = 341.49 g/mol
highest occupied orbital energy = -11.27 eV
spin multiplicity = 1

These are the Mulliken partial charges, in e, on atoms 1 to 6: 0.1429, -0.4262, -0.2344, -0.3884, -0.2368, -0.2992


Please write out number 6 again, unchanged.
Formula: C15H33NO8S3
Source: the Open Molecules 2025 dataset
Level of theory: ωB97M-V/def2-TZVPD

```
60
C15H33NO8S3 (ωB97M-V/def2-TZVPD)
S 0.98 3.30 -1.13
S 0.57 -3.21 2.41
S -1.32 -2.94 -2.58
O -0.01 -2.54 -2.29
O 0.79 3.81 -2.48
O -1.73 -4.28 -2.77
O -1.00 0.63 1.43
O 0.15 3.78 -0.12
O -3.08 4.30 2.64
O -0.76 -3.23 1.82
O 0.70 -3.14 3.88
N -1.12 2.98 2.12
C 1.68 -2.06 1.67
C -2.15 -0.69 -3.17
C -2.40 -2.21 -1.43
C -2.02 -1.96 -3.91
C 3.24 2.34 -0.26
C 2.22 -2.87 0.50
C -0.45 3.27 3.39
C 1.41 -4.66 1.99
C -3.25 2.90 0.69
C 2.70 3.57 -0.79
C 1.23 1.55 -1.21
C 2.53 1.35 -1.05
C -2.58 3.43 1.86
C 2.50 -4.24 1.13
C -2.52 -0.85 -1.76
H 4.30 2.31 -0.29
H 0.60 2.92 3.47
H 0.51 1.05 -0.44
H 0.62 -5.36 1.60
H -0.48 3.55 1.24
H -2.92 -0.08 -3.61
H 2.34 -5.28 0.38
H 1.57 -2.94 -0.37
H 3.00 2.31 0.90
H -1.12 2.99 4.44
H -4.37 3.41 0.58
H 2.84 4.39 0.00
H 2.57 0.29 -0.97
H -1.12 -0.27 -3.25
H 3.53 -4.47 1.61
H -0.23 4.27 3.18
H 1.23 -1.24 1.46
H -2.76 3.13 -0.04
H 3.18 -2.31 0.28
H -1.98 -0.06 -1.29
H -3.06 -2.22 -4.15
H -1.23 -2.09 -4.71
H 0.84 1.16 -2.20
H -1.09 -0.21 1.17
H 1.68 -4.90 3.02
H -3.17 1.83 0.63
H 3.02 1.11 -2.02
H 2.50 -1.86 2.34
H -3.58 -0.66 -1.81
H 2.94 3.98 -1.78
H -2.11 -2.55 -0.27
H -1.00 2.06 1.87
H -3.38 -2.57 -1.53
```

Summary:
ΔE to the lowest compared entry with this formula, charge and spin = 58.6 kcal per mole
molecular weight = 451.63 g/mol
highest occupied orbital energy = -8.18 eV
spin multiplicity = 1

These are the Mulliken partial charges, in e, on atoms 1 to 6: 1.0555, 1.1466, 1.0617, -0.5887, -0.7514, -0.7205


Among the records above, which one has the lowest molecular weight?
C15H33NOP